{
  "formula": "C7H16O6SV",
  "method": "ωB97M-V/def2-TZVPD",
  "symbols": ["V", "S", "O", "O", "O", "O", "O", "O", "C", "C", "C", "C", "C", "C", "C", "H", "H", "H", "H", "H", "H", "H", "H", "H", "H", "H", "H", "H", "H", "H", "H"],
  "coordinates": [[-4.87810, -0.81826, 2.52229], [-1.93026, -1.55528, 1.46530], [-3.09374, -1.93252, 2.36899], [-0.58488, -1.99561, 2.28994], [-0.60575, -0.25323, -1.23744], [-2.69805, 1.17405, -0.48309], [1.91126, -0.90459, -0.22220], [-1.78660, 0.11819, 1.42909], [-1.49296, 1.93283, -0.55220], [3.02848, 0.02442, -0.21831], [0.21204, -0.97529, -2.10732], [-0.25498, 1.09244, -1.10755], [1.66836, -1.39200, -1.50060], [3.12703, 0.82137, 1.09746], [-2.93634, 0.70597, 0.79670], [2.44927, -1.03075, -2.19160], [-0.33324, -1.91206, -2.31343], [2.64173, 0.31316, 1.94432], [4.19112, 1.00431, 1.33112], [0.54044, 1.17404, -0.31035], [2.68212, 1.82594, 0.94002], [-1.66744, 2.71344, -1.31870], [1.71663, -2.50158, -1.48241], [-3.34165, 1.48021, 1.47884], [2.89411, 0.75198, -1.04877], [-0.81300, -2.71711, 2.90816], [3.94603, -0.57790, -0.39340], [-1.26425, 2.46332, 0.38451], [-3.72890, -0.09426, 0.68458], [0.08358, 1.52727, -2.06650], [0.31793, -0.46253, -3.08746]],
  "forces_ev_per_a": [[0.68, -0.68, 0.10], [1.03, -0.87, 0.21], [-0.08, 1.49, -0.26], [-1.84, 1.40, -1.09], [1.37, -0.05, -0.93], [0.73, -0.25, 0.98], [0.12, 0.45, -1.77], [-0.01, -1.42, 0.99], [0.11, 0.56, -0.87], [0.35, 0.97, 1.31], [-2.72, -0.61, -0.38], [-1.05, 0.52, 0.70], [1.94, -0.04, 0.77], [-0.06, -0.12, -0.56], [-1.02, -0.11, -0.08], [-0.51, -0.01, 0.08], [0.38, 0.27, 0.28], [0.25, 0.15, -0.32], [-0.46, -0.15, -0.04], [-0.13, -0.21, -0.28], [0.05, -0.43, 0.23], [-0.02, -0.37, 0.31], [-0.73, 0.34, 0.16], [0.60, 0.00, -0.25], [0.27, -0.68, 0.01], [0.02, 0.00, 0.22], [-0.37, 0.10, -0.08], [-0.02, -0.39, -0.20], [0.23, 0.34, -0.31], [0.22, -0.32, 0.44], [0.69, 0.12, 0.64]],
  "e_lumo_ev": -16.3,
  "charge": 3,
  "mol_weight_g_mol": 279.210
}

=====

{
  "formula": "C3H10NOP",
  "method": "ωB97M-V/def2-TZVPD",
  "symbols": ["P", "O", "N", "C", "C", "C", "H", "H", "H", "H", "H", "H", "H", "H", "H", "H"],
  "coordinates": [[-2.91137, -0.04619, 0.34438], [-4.14229, 0.54061, -0.16631], [-1.76276, -0.26242, -0.82628], [1.98403, 0.32997, 0.16109], [-0.28288, -0.55143, -0.32065], [0.53520, 0.70749, -0.13123], [0.12630, 1.29765, 0.69232], [-3.04148, -1.32672, 0.86550], [2.58421, 1.21510, 0.34956], [-2.35866, 0.63678, 1.43154], [0.15051, -1.19652, -1.08333], [0.49051, 1.31727, -1.03691], [2.03863, -0.31707, 1.03393], [2.41138, -0.20341, -0.68598], [-1.79146, 0.45793, -1.53838], [-0.40560, -1.10306, 0.61023]],
  "forces_ev_per_a": [[0.30, -0.41, -0.27], [-1.06, 0.61, -0.27], [2.55, -0.31, 0.88], [-0.17, 0.14, -0.04], [-2.58, 0.59, -1.12], [0.12, -0.17, 0.10], [-0.03, 0.04, -0.07], [0.08, -0.40, 0.25], [0.12, 0.05, 0.03], [0.29, 0.21, 0.22], [0.07, -0.09, 0.15], [-0.06, 0.01, 0.02], [0.08, -0.05, 0.10], [0.10, -0.05, -0.03], [0.01, -0.02, 0.04], [0.18, -0.13, 0.01]],
  "e_lumo_ev": 0.9,
  "smiles": "CCCN[PH2]=O",
  "mol_weight_g_mol": 107.093
}

=====

Respective highest occupied orbital energy values: -18.47 -10.10 eV.
Respective calculated total energy values: -2068.399055 -591.662173 a.u..